The following is a quantum chemistry calculation of a 4-piece molecular cluster, C26H45N3O6S2 overall, from the OMol25 dataset.

Values from the calculation:
**E_HOMO**: -8.253 eV
**HOMO-LUMO gap**: 7.913 eV
**Energy**: -66105.715 eV
**Lowest unoccupied orbital energy**: -0.3 eV
**F_max**: 7.9 eV/A
**Energy above the lowest of the compared OMol25 structures with the same formula, charge and spin**: 0.0 kJ/mol
**Multiplicity**: 1
**M**: 559.8 g/mol

Each line ends with the Löwdin charge.
Atoms and positions in Å:
S -1.1720 -4.7199 0.7235  0.828
S -5.2151 -3.3766 -0.0500  1.080
O -4.7539 -2.5325 -1.2615  -0.451
O -5.7594 -2.4324 1.2581  -0.389
O 3.4038 -0.9176 2.0367  -0.247
O -3.8222 -4.2037 0.5844  -0.391
O -1.0098 -6.1842 0.1574  -0.428
O -1.4378 -4.7443 2.2788  -0.428
N 3.0689 3.9688 2.0053  -0.001
N 3.8421 5.4651 -2.5399  0.002
N -1.0738 -4.3721 -3.7413  -0.005
C 3.4395 7.1251 -3.9624  -0.118
C 3.6859 0.4787 -0.1608  -0.179
C -0.2447 -5.8381 -5.1920  -0.111
C -0.4933 0.6262 -0.5304  -0.190
C 2.7557 5.9119 0.9722  -0.121
C 0.2944 -6.1156 -3.9131  -0.102
C 3.7627 4.9120 2.7177  -0.138
C 0.9554 0.1740 0.1728  -0.215
C -0.2318 -5.1928 -3.0370  -0.145
C -2.4938 0.0374 3.1577  -0.210
C 2.7007 5.9901 -4.3738  -0.119
C -2.6087 -3.8103 -0.1477  -0.304
C -5.7804 -0.2438 2.4748  -0.153
C -1.7469 0.5854 0.5509  -0.197
C 4.1375 6.7719 -2.8293  -0.145
C -4.8844 -1.1105 3.5899  -0.198
C 2.9710 4.9784 -3.4796  -0.148
C -3.3296 -1.3731 3.0900  -0.201
C 2.4474 4.5703 0.9420  -0.154
C 3.5886 6.1282 2.0959  -0.112
C -1.0840 -4.7549 -5.0574  -0.140
C 2.2292 0.3022 -0.8952  -0.204
C -1.2627 0.0886 2.0488  -0.223
C 2.6528 -2.1684 2.1968  -0.134
C 4.1221 -0.8394 0.7589  -0.214
C -5.7115 -0.9905 0.9790  -0.232
H 5.2832 -0.6927 0.9949  0.132
H 4.0144 7.0698 2.4175  0.092
H 4.8162 7.3375 -2.2050  0.106
H -2.8257 -2.1869 3.8036  0.132
H -4.8257 -0.5387 4.6341  0.121
H 2.4849 -2.7867 1.2189  0.085
H 2.6177 3.9571 -3.4306  0.099
H -2.3329 -2.6690 -0.0678  0.114
H 3.0789 -2.8645 3.0671  0.112
H -4.7097 -0.6096 0.4983  0.105
H 3.7255 1.4619 0.4739  0.095
H -6.6825 -0.6535 0.4143  0.139
H -1.6040 -3.6038 -3.3512  0.136
H 3.4606 8.0954 -4.4415  0.090
H 1.5640 -1.8563 2.5748  0.093
H 1.8416 3.9934 0.2560  0.101
H 3.0221 2.9833 2.2296  0.134
H -0.7390 -0.2302 -1.3239  0.109
H 2.1970 -0.6103 -1.6642  0.124
H -0.8418 -1.0254 1.9952  0.104
H 2.4167 6.6549 0.2619  0.093
H 4.5327 0.5936 -0.9938  0.123
H -1.6870 -4.2259 -5.7833  0.106
H -3.2603 -1.8399 2.0012  0.084
H -5.2594 0.8149 2.2948  0.110
H 4.0457 -1.7861 0.0773  0.124
H 1.2431 0.8529 1.0875  0.106
H 0.8051 -0.9589 0.4737  0.088
H 0.9922 -6.9029 -3.6589  0.096
H 4.3207 4.6375 3.6029  0.107
H 2.0435 5.9180 -5.2307  0.090
H -0.0808 -5.0512 -1.9752  0.071
H -2.6585 -4.2113 -1.2475  0.121
H 0.0379 -4.0312 0.5062  0.076
H -0.4195 1.6342 -1.1203  0.107
H -3.1662 0.9923 3.0816  0.103
H -2.6088 -0.1275 0.1716  0.084
H -0.4630 0.8433 2.5071  0.119
H -5.4547 -2.1294 3.8354  0.118
H -1.9733 0.0598 4.2319  0.121
H -2.2118 1.6686 0.6899  0.121
H 2.0273 1.3103 -1.4977  0.103
H 4.2101 4.9416 -1.7562  0.138
H -0.0419 -6.3706 -6.1122  0.093
H -6.8761 -0.0514 2.8388  0.112